Run one
Below is C4H10N2S in the gas phase, with properties calculated with wB97M-V/def2-TZVPD.

Geometry as XYZ:
```
17
Properties=species:S:1:pos:R:3:lowdin_charge:R:1
C -0.941 -1.845 -0.424 -0.10
C -0.905 -0.368 -0.851 -0.23
C -0.369 0.628 0.216 -0.67
N -1.139 0.837 1.190 -0.06
N -0.729 1.765 2.178 -0.04
S 1.041 1.634 -0.043 0.90
C 2.142 0.458 -0.843 -0.40
H -1.883 -2.045 0.125 0.08
H -0.137 -2.080 0.283 0.07
H -0.761 -2.541 -1.228 0.06
H -0.343 -0.244 -1.775 0.08
H -1.910 -0.024 -1.083 0.10
H 0.241 1.614 2.347 0.01
H -1.287 1.577 3.062 0.10
H 3.023 1.005 -1.148 0.03
H 1.680 0.087 -1.751 0.02
H 2.277 -0.459 -0.255 0.05
```

Orbital gap, eV: 9.1
Highest occupied orbital energy, eV: -8.4
Structure (SMILES): CC/C(=N/N)SC

Run two
Below is C4H10N2S in the gas phase, with properties calculated with wB97M-V/def2-TZVPD.

Geometry as XYZ:
```
17
Properties=species:S:1:pos:R:3:lowdin_charge:R:1
H -1.328 1.847 0.899 0.01
N -0.597 1.443 1.522 0.10
C 0.139 0.598 0.906 -0.56
C 1.239 -0.031 1.709 -0.05
N 0.206 0.336 -0.459 -0.47
C 1.408 -0.290 -1.063 -0.10
S -1.120 0.887 -1.374 0.88
C -2.216 -0.523 -1.070 -0.37
H 2.179 0.473 1.418 0.09
H 1.045 0.122 2.755 0.07
H 1.283 -1.088 1.520 0.07
H 1.331 -1.400 -1.032 0.09
H 2.372 -0.003 -0.594 0.08
H 1.390 0.020 -2.093 0.06
H -3.104 -0.422 -1.702 0.03
H -2.538 -0.548 -0.007 0.05
H -1.687 -1.421 -1.335 0.02
```

Orbital gap, eV: 9.5
Highest occupied orbital energy, eV: -8.8
Structure (SMILES): [H]/N=C(/C)N(C)SC

Run three
Below is a 2-piece molecular cluster, C4H10N2S overall, with properties calculated with wB97M-V/def2-TZVPD.

Geometry as XYZ:
```
17
Properties=species:S:1:pos:R:3:lowdin_charge:R:1
C 1.860 0.183 0.233 -0.17
C 1.257 0.758 -0.957 -0.27
C -1.060 0.571 -0.030 -0.25
C -1.582 -0.449 0.989 -1.03
H 2.859 0.451 0.245 0.05
H 1.393 0.473 1.094 0.04
H 1.720 -0.981 0.456 0.13
H 1.718 0.567 -1.982 0.14
H 1.495 1.873 -0.489 0.17
H -0.508 0.471 -1.844 0.08
H -2.100 0.735 -0.384 0.13
H -0.400 1.291 0.504 0.12
H -2.042 -2.842 0.701 0.30
H -0.534 -1.500 -0.220 0.11
N -0.105 0.162 -1.025 -0.10
N -1.242 -1.695 0.635 -0.03
S -2.729 -0.067 2.073 0.59
```

Orbital gap, eV: 8.1
Highest occupied orbital energy, eV: -8.1

run two ends up most stable, edging out the next structure by 50.4 kJ/mol.